(1)
This record from the Open Molecules 2025 dataset describes a structure of composition C23H19Cl2N5O2Sn. The level of theory is the ωB97M-V functional and the def2-TZVPD basis.

CARTESIAN COORDINATES (ANGSTROEM)
Sn1 -0.07761 0.25366 -0.41083
Cl1 -3.64498 6.09175 -1.32860
C1 -2.35381 5.02089 -0.89165
C2 -2.66876 3.71222 -0.55026
C3 -1.65718 2.82643 -0.21700
N1 -1.83434 1.46996 0.11469
C4 -2.94070 1.02780 0.72585
O1 -3.97715 1.62692 0.98341
C5 -2.82075 -0.41811 1.17425
C6 -3.89619 -1.04599 1.78462
C7 -3.75674 -2.36465 2.17657
C8 -2.55757 -3.02325 1.93656
C9 -1.53711 -2.32594 1.31913
N2 -1.66588 -1.04848 0.96163
C10 -0.31605 3.26206 -0.21041
C11 -0.01543 4.57409 -0.53810
C12 -1.03658 5.44881 -0.88538
Cl2 -0.61762 7.07572 -1.31219
N3 0.62236 2.26830 0.12734
C13 1.77442 2.56111 0.74414
O2 2.25806 3.65544 1.00530
C14 2.52970 1.32136 1.18866
C15 3.77168 1.44732 1.79243
C16 4.44441 0.29910 2.16791
C17 3.86663 -0.93946 1.92095
C18 2.62534 -0.97656 1.31532
N4 1.96912 0.13139 0.97176
H1 -3.69849 3.39443 -0.53585
H2 -4.80277 -0.47713 1.93105
H3 -4.57645 -2.88145 2.65858
H4 -2.41442 -4.05642 2.22085
H5 -0.58448 -2.79187 1.09357
H6 1.00427 4.92207 -0.51504
H7 4.16574 2.44155 1.94459
H8 5.41601 0.36422 2.64020
H9 4.36629 -1.85948 2.19037
H10 2.13147 -1.91379 1.08598
C19 3.20454 -5.50894 -0.86182
C20 1.72121 -5.31071 -0.52003
C21 0.85510 -6.33593 -1.26216
C22 1.50085 -5.41688 0.99280
C23 1.31910 -3.95961 -0.96048
N5 1.00101 -2.91189 -1.31131
H11 3.46378 -6.56065 -0.73588
H12 3.83997 -4.91521 -0.20431
H13 3.41463 -5.22172 -1.89139
H14 1.19498 -7.34068 -1.00839
H15 0.93088 -6.20646 -2.34131
H16 -0.19301 -6.24151 -0.97833
H17 1.84964 -6.39116 1.33826
H18 0.44357 -5.32458 1.24454
H19 2.05510 -4.64599 1.52963

E_tot: -2446.8938 Eh
2S+1: 1
LUMO: -0.0036 hartree
Frontier orbital gap: 7.27 eV

=====

(2)
This record from the Open Molecules 2025 dataset describes a cluster of 2 separate species, C2H3ClFN in total. The level of theory is the ωB97M-V functional and the def2-TZVPD basis.

CARTESIAN COORDINATES (ANGSTROEM)
C1 -1.20944 -0.60439 0.39728
C2 0.56709 0.78021 -0.37868
N1 -0.63290 0.44313 0.03300
F1 1.12305 1.81706 0.20808
Cl1 2.25959 -1.01507 0.04524
H1 -2.28003 -0.56232 0.54995
H2 -0.66963 -1.53146 0.56797
H3 0.84228 0.67284 -1.42284

E_tot: -692.7493 Eh
2S+1: 1
LUMO: -0.0374 hartree
Frontier orbital gap: 8.56 eV

=====

(3)
This record from the Open Molecules 2025 dataset describes the ion C5H9N2OS with charge +1. The level of theory is the ωB97M-V functional and the def2-TZVPD basis.

CARTESIAN COORDINATES (ANGSTROEM)
C1 -0.68793 1.66528 -0.21681
C2 -0.84694 -0.96063 -0.15726
C3 -0.27971 0.30151 0.28938
C4 -2.20514 -1.07080 -0.74015
C5 2.19843 0.55028 -0.19596
N1 -1.05018 1.38168 1.05894
N2 1.11641 -0.02334 0.67102
O1 -0.02710 -1.86495 -0.27825
S1 -0.63461 2.81062 -1.31036
H1 -2.85249 -0.27020 -0.21220
H2 -2.52637 -2.00807 -0.60561
H3 -2.13805 -0.66017 -1.84795
H4 2.06262 0.42287 -1.18645
H5 2.16817 1.55423 0.05287
H6 3.03417 0.15210 0.19096
H7 -1.91670 1.09432 1.48443
H8 1.10990 -0.02826 1.67968
H9 1.14140 -1.14551 0.29877

E_tot: -778.4872 Eh
SMILES: C[NH2+][C@@]1(C(C)=O)NC1=S
2S+1: 1
LUMO: -0.1728 hartree
Total charge: +1
Frontier orbital gap: 8.60 eV

=====

(4)
This record from the Open Molecules 2025 dataset describes a structure of composition C6H11N3O3S. The level of theory is the ωB97M-V functional and the def2-TZVPD basis.

CARTESIAN COORDINATES (ANGSTROEM)
C1 -1.81318 0.15618 1.35561
C2 -0.47697 0.27715 1.33522
C3 -1.17135 -0.40197 -0.60176
C4 -3.49961 -0.71800 -0.27431
C5 2.84838 0.07349 1.57844
C6 1.17840 -0.22191 -0.36188
N1 -2.25019 -0.21846 0.17030
N2 -0.07511 -0.05830 0.06025
N3 2.30187 -0.09125 0.36545
O1 0.78455 0.61804 -2.75569
O2 0.63359 -1.71860 -2.43642
O3 2.83882 -0.67815 -2.08128
S1 1.37872 -0.53410 -2.11890
H1 -2.55333 0.50735 2.16886
H2 0.23137 0.68329 2.14844
H3 -1.20781 -0.82570 -1.62283
H4 -4.19399 -0.81760 0.53672
H5 -4.05780 -0.14667 -1.20551
H6 -3.28693 -1.71830 -0.63613
H7 2.27503 0.42014 2.45253
H8 3.85032 -0.35652 1.81264
H9 1.68245 3.40579 0.36745
H10 1.49497 2.68087 0.07370
H11 3.08780 -0.31677 -0.33093

E_tot: -1023.1738 Eh
2S+1: 3
LUMO (spin up / spin down): 0.0111 / -0.0517 hartree
Frontier orbital gap (spin up / spin down): 6.08 / 8.04 eV

=====

(5)
This record from the Open Molecules 2025 dataset describes the ion C6H10NO with charge +1. The level of theory is the ωB97M-V functional and the def2-TZVPD basis.

CARTESIAN COORDINATES (ANGSTROEM)
C1 1.97311 0.96973 -1.86448
C2 -1.30637 -1.77202 -0.42693
C3 1.25773 0.21914 -1.00523
C4 0.41520 0.84426 -0.05562
C5 -0.60998 0.96598 2.01169
C6 -0.63045 -1.18898 0.83445
N1 -0.37589 0.26549 0.82841
O1 -0.78507 2.23312 1.89680
H1 2.61192 0.52561 -2.60829
H2 1.91865 2.04763 -1.85723
H3 -2.30733 -1.36026 -0.54228
H4 -1.39077 -2.84418 -0.30105
H5 1.32443 -0.85790 -1.04318
H6 0.46995 1.92748 0.00357
H7 -0.74605 -1.55984 -1.33105
H8 -1.26519 -1.38015 1.70116
H9 0.32320 -1.69987 0.99285
H10 -0.87709 2.66477 2.76642

E_tot: -364.2527 Eh
2S+1: 1
LUMO (spin up / spin down): -0.2144 / -0.2143 hartree
Total charge: +1
Frontier orbital gap (spin up / spin down): 7.66 / 7.66 eV

=====

(6)
This record from the Open Molecules 2025 dataset describes a structure of composition C41H39Br2F5N3O8TaTe. The level of theory is the ωB97M-V functional and the def2-TZVPD basis.

CARTESIAN COORDINATES (ANGSTROEM)
Ta1 -0.19099 1.80980 -0.11553
O1 3.25908 0.44446 1.15754
C1 3.19778 -0.91568 1.17978
C2 4.22211 -1.57411 1.85658
C3 4.23749 -2.95066 1.94924
C4 3.22449 -3.69236 1.36098
C5 2.21726 -3.04461 0.67258
C6 2.17761 -1.65559 0.57046
C7 1.03581 -1.06966 -0.25171
O2 0.79732 0.28864 -0.12477
N1 1.36084 -1.35868 -1.66232
N2 0.76243 -0.62471 -2.60018
C8 0.75409 -1.03008 -3.81481
C9 0.20915 -0.20851 -4.88472
Br1 -0.07935 1.62764 -4.39151
C10 -0.05835 -0.63434 -6.12420
C11 -0.03348 -2.04304 -6.53406
C12 0.48319 -2.40428 -7.77958
C13 0.50949 -3.73079 -8.17386
C14 -0.00009 -4.71774 -7.34307
C15 -0.54928 -4.36867 -6.11861
C16 -0.56512 -3.04372 -5.71662
H1 2.36406 0.79625 1.02916
H2 4.98979 -0.97076 2.31981
H3 5.03196 -3.44768 2.48732
H4 3.21192 -4.76956 1.44415
H5 1.42813 -3.62588 0.20992
H6 0.10093 -1.58772 0.03417
H7 1.58278 -2.32813 -1.86611
H8 1.18361 -1.99289 -4.09618
H9 -0.32247 0.09152 -6.88223
H10 0.88000 -1.63672 -8.43091
H11 0.92162 -3.99859 -9.13733
H12 0.01195 -5.75230 -7.65726
H13 -0.97631 -5.13086 -5.48073
H14 -1.02994 -2.76927 -4.77910
C17 2.89078 4.38077 -2.11350
C18 3.18987 3.69721 -0.78999
C19 4.63556 3.85405 -0.35919
O3 2.79254 2.35823 -0.85444
C20 2.52499 4.41576 1.48228
O4 3.44479 4.09941 2.14848
O5 2.29527 4.37916 0.18443
H15 3.39859 3.84594 -2.91232
H16 3.22154 5.41713 -2.09023
H17 1.82273 4.34656 -2.30843
H18 5.27275 3.42865 -1.13236
H19 4.82079 3.34239 0.58245
H20 4.88261 4.90630 -0.23410
H21 3.36281 1.84507 -0.25643
C21 -4.68798 -2.98150 1.97999
C22 -3.31767 -2.50176 2.37018
C23 -2.19864 -3.24692 2.01611
C24 -0.93070 -2.85257 2.40769
C25 -0.76032 -1.71824 3.17825
C26 -1.86957 -0.95591 3.53277
N3 -1.75155 0.13371 4.41242
C27 -0.58504 0.76124 4.81070
C28 -0.39004 0.96355 6.18409
C29 0.75489 1.55160 6.67469
C30 1.75350 1.97697 5.80401
C31 1.55562 1.85145 4.44822
C32 0.39400 1.27005 3.92455
C33 0.20605 1.36520 2.47097
O6 1.06432 2.01172 1.76752
O7 -0.77834 0.88785 1.86065
C34 -3.15132 -1.32797 3.10822
C35 -4.32571 -0.46942 3.49372
H22 -4.64881 -4.00859 1.62236
H23 -5.10986 -2.36470 1.18458
H24 -5.37540 -2.94268 2.82526
H25 -2.32246 -4.15569 1.44118
H26 -0.07048 -3.45737 2.15684
H27 0.22645 -1.43624 3.52283
H28 -2.49623 0.18771 5.09039
H29 -1.14761 0.61446 6.87545
H30 0.88139 1.66156 7.74271
H31 2.65961 2.42903 6.17919
H32 2.29820 2.22089 3.75576
H33 -4.05869 0.58461 3.41720
H34 -4.63942 -0.67868 4.52146
H35 -5.17621 -0.65471 2.84473
Br2 -6.37225 -1.06176 -1.32209
C36 -4.67174 -0.24858 -1.05567
C37 -4.46662 0.58012 0.03299
C38 -3.20557 1.11341 0.24394
C39 -2.13760 0.85602 -0.61792
C40 -2.39612 0.03155 -1.70991
C41 -3.64586 -0.52868 -1.93797
H36 -5.27798 0.80617 0.71014
H37 -3.06617 1.74994 1.10790
H38 -1.60784 -0.20025 -2.40860
H39 -3.81694 -1.16461 -2.79542
F1 -2.32613 3.67146 -0.93768
Te1 -0.73463 4.71412 -0.50525
F2 -1.12662 3.34800 1.13214
F3 -2.28985 5.68900 0.31879
F4 1.45681 5.04847 2.02504
F5 -1.21625 5.45021 -2.24639
O8 -0.00567 3.12944 -1.31160

E_tot: -8324.5251 Eh
2S+1: 1
LUMO: -0.0186 hartree
Frontier orbital gap: 7.40 eV

=====

(7)
This record from the Open Molecules 2025 dataset describes an isolated molecule of C2H6N4. The level of theory is the ωB97M-V functional and the def2-TZVPD basis.

CARTESIAN COORDINATES (ANGSTROEM)
C1 -0.99529 -0.12439 0.06603
C2 1.37325 0.26557 -0.19343
H1 -0.95876 1.77911 0.87100
H2 -2.19132 1.48248 -0.23714
H3 -1.62136 -1.87325 -0.38826
H4 0.52524 -1.46308 0.48672
H5 1.03305 1.17480 -0.75723
H6 2.81440 -0.91693 0.37521
N1 -1.21336 1.24689 0.02587
N2 -1.98163 -0.92475 -0.18709
N3 0.31469 -0.46423 0.32705
N4 2.61330 -0.00508 -0.10667

E_tot: -298.8279 Eh
SMILES: [H]/N=C\N/C(N)=N\[H]
2S+1: 1
LUMO: 0.0280 hartree
Frontier orbital gap: 10.21 eV

=====

(8)
This record from the Open Molecules 2025 dataset describes a structure of composition CH23LiO11. The level of theory is the ωB97M-V functional and the def2-TZVPD basis.

CARTESIAN COORDINATES (ANGSTROEM)
Li1 -63.68434 3.00847 30.39490
C1 -61.64006 4.05563 30.00031
O1 -62.09117 3.79839 31.35394
H1 -62.37648 4.66480 29.35839
H2 -61.44561 2.97037 29.70207
H3 -60.66045 4.49500 30.12766
O2 -65.08616 4.65388 30.15194
H4 -65.63377 4.73344 30.85957
H5 -65.67383 4.71044 29.36181
O3 -57.90569 5.73636 31.23103
H6 -58.65035 5.28072 31.67766
H7 -58.21076 5.78113 30.17357
O4 -61.07337 1.57197 32.31615
H8 -61.43575 2.52411 32.20561
H9 -61.09872 1.38944 33.13691
O5 -60.67120 5.37074 27.29777
H10 -61.23524 5.20201 28.01832
H11 -60.54098 4.58778 27.02051
O6 -58.51257 1.63931 31.09810
H12 -59.29933 1.97033 31.42735
H13 -58.39173 0.87346 31.68031
O7 -63.66718 7.13622 27.25637
H14 -64.11695 7.35019 28.22395
H15 -63.89150 6.06945 27.22205
O8 -63.19661 5.16744 33.73181
H16 -62.86017 6.12069 33.57010
H17 -62.86008 4.57706 32.99556
O9 -58.45199 6.08560 28.52543
H18 -59.10437 5.65799 27.86115
H19 -57.77709 6.74634 28.03292
O10 -62.42830 7.34101 30.62995
H20 -62.52345 6.45872 30.35403
H21 -63.08589 7.95429 30.33495
O11 -60.01580 4.92340 32.55023
H22 -60.77927 4.50727 32.06018
H23 -59.59780 4.56210 33.47064

E_tot: -886.9131 Eh
2S+1: 1
LUMO: -0.0595 hartree
Frontier orbital gap: 6.69 eV